Entry 1:
C5H9O2Rh | ωB97M-V/def2-TZVPD

Cartesian coordinates (Å):
C: -2.66 0.88 -0.02
O: -1.34 0.34 -0.05
C: -1.31 -1.09 -0.01
C: 0.06 -1.67 0.00
O: 0.85 -0.67 -0.20
C: 2.36 -0.54 -0.04
C: 2.56 0.94 0.08
Rh: 0.44 1.31 -0.15
H: -2.57 1.97 0.04
H: -3.20 0.60 -0.93
H: -3.19 0.51 0.87
H: -1.89 -1.53 -0.83
H: 2.77 -1.01 -0.94
H: 2.60 -1.14 0.85
H: 3.21 1.33 -0.72
H: 2.98 1.23 1.05
H: -1.66 -1.48 1.00

- total charge = +2
- E_LUMO (alpha / beta) (eV) = -10.675 / -12.973
- HOMO energy (alpha / beta) (eV) = -17.867 / -19.211
- F_max (eV/A) = 6.98
- <S²> = 6.008
- gap between HOMO and LUMO (alpha / beta) (hartree) = 0.26430 / 0.22922
- 2S+1 = 5
- relative energy (zero: lowest compared OMol25 entry of this formula, charge and spin) (kcal/mol) = 0.0


Entry 2:
C5H9O2S | ωB97M-V/def2-TZVPD

Cartesian coordinates (Å):
C: -1.00 -1.04 -0.67
C: -0.68 0.24 -0.66
C: -1.16 1.25 -1.62
C: 1.65 -0.26 1.48
C: 0.53 0.73 1.17
O: -0.78 -0.80 2.96
O: -0.01 1.48 3.70
S: -0.74 0.68 2.62
H: -0.65 -1.73 0.19
H: -1.87 -1.27 -1.33
H: -1.54 2.09 -1.08
H: -0.41 1.66 -2.39
H: -2.12 1.01 -2.11
H: 2.03 -0.72 0.56
H: 1.22 -1.05 2.22
H: 2.52 0.22 1.88
H: 0.85 1.66 0.86

- total charge = -1
- E_LUMO (eV) = 3.622
- HOMO energy (eV) = -3.387
- F_max (eV/A) = 3.69
- gap between HOMO and LUMO (hartree) = 0.25758
- relative energy (zero: lowest compared OMol25 entry of this formula, charge and spin) (kcal/mol) = 103.2


Entry 3:
C5H9O2S | ωB97M-V/def2-TZVPD

Cartesian coordinates (Å):
O: 2.08 0.62 -2.23
C: 1.70 1.14 -1.19
O: 2.05 2.17 -0.57
C: 0.54 0.30 -0.39
C: 0.49 0.60 1.14
C: 1.52 -0.33 0.95
S: -1.93 -1.81 0.66
C: -3.36 -0.61 0.63
H: 0.41 -0.72 -0.78
H: -0.35 0.78 -0.82
H: -0.46 0.36 1.60
H: 0.78 1.64 1.26
H: 1.32 -1.39 1.04
H: 2.55 0.00 0.96
H: -3.01 0.39 0.95
H: -3.74 -0.53 -0.38
H: -4.02 -0.90 1.45

- total charge = -1
- E_LUMO (eV) = 2.513
- HOMO energy (eV) = -3.047
- F_max (eV/A) = 2.74
- gap between HOMO and LUMO (hartree) = 0.20433
- relative energy (zero: lowest compared OMol25 entry of this formula, charge and spin) (kcal/mol) = 86.4


Entry 4:
C5H9O3 | ωB97M-V/def2-TZVPD

Cartesian coordinates (Å):
C: -2.47 0.78 0.66
O: -1.86 0.86 -0.59
C: -1.23 -0.36 -0.96
C: -0.35 -0.91 0.12
O: 0.99 -0.99 -0.18
C: 1.74 0.19 -0.06
C: 3.21 -0.17 -0.06
O: 4.08 0.65 -0.15
H: -2.02 1.44 1.42
H: -3.56 0.92 0.61
H: -0.73 -0.16 -1.92
H: -2.01 -1.11 -1.17
H: -1.88 -0.33 1.07
H: 1.51 0.73 0.87
H: 1.56 0.89 -0.89
H: 3.43 -1.26 0.06
H: -0.41 -1.18 1.18

- E_LUMO (alpha / beta) (eV) = 0.858 / -0.091
- HOMO energy (alpha / beta) (eV) = -8.517 / -9.907
- F_max (eV/A) = 4.89
- <S²> = 0.754
- gap between HOMO and LUMO (alpha / beta) (hartree) = 0.34453 / 0.36075
- 2S+1 = 2
- relative energy (zero: lowest compared OMol25 entry of this formula, charge and spin) (kcal/mol) = 84.0


Entry 5:
C5H9O3Pt | ωB97M-V/def2-TZVPD

Cartesian coordinates (Å):
O: -0.44 -1.26 2.10
C: -0.13 -0.64 1.07
O: 0.51 -1.29 0.14
C: 1.22 -0.62 -0.93
C: -1.10 0.96 0.12
H: -0.49 1.55 -0.58
C: -2.39 1.65 0.51
H: -2.91 1.96 -0.41
H: -3.08 0.97 1.03
H: -2.23 2.56 1.11
C: 2.26 -1.58 -1.47
H: 1.68 0.29 -0.53
H: 0.49 -0.33 -1.70
H: 3.04 -1.77 -0.72
H: 2.72 -1.12 -2.35
H: 1.80 -2.53 -1.77
Pt: -0.74 0.36 3.04
O: -0.20 0.85 1.34

- E_LUMO (alpha / beta) (eV) = 0.492 / -1.944
- HOMO energy (alpha / beta) (eV) = -6.128 / -8.080
- F_max (eV/A) = 12.28
- <S²> = 3.798
- gap between HOMO and LUMO (alpha / beta) (hartree) = 0.24330 / 0.22551
- 2S+1 = 4
- relative energy (zero: lowest compared OMol25 entry of this formula, charge and spin) (kcal/mol) = 36.2


Entry 6:
C5H9O3Tl | ωB97M-V/def2-TZVPD

Cartesian coordinates (Å):
H: -0.08 0.70 1.33
O: 0.80 0.11 -0.19
O: -0.97 1.52 -0.56
O: -1.32 -0.72 -0.04
C: 1.55 0.51 0.85
C: -1.98 1.53 -1.31
C: 2.84 1.13 0.54
C: -2.54 2.79 -1.76
C: -0.59 0.24 0.15
H: 1.53 -0.19 1.69
H: -2.45 0.57 -1.55
H: 2.90 2.08 1.09
H: 3.63 0.48 0.96
H: 3.00 1.28 -0.53
H: -2.58 2.74 -2.87
H: -3.60 2.80 -1.46
H: -2.00 3.66 -1.40
Tl: -1.85 -2.59 0.03

- total charge = +3
- E_LUMO (alpha / beta) (eV) = -13.953 / -18.012
- HOMO energy (alpha / beta) (eV) = -23.753 / -23.701
- F_max (eV/A) = 9.12
- <S²> = 0.753
- gap between HOMO and LUMO (alpha / beta) (hartree) = 0.36012 / 0.20906
- 2S+1 = 2


Entry 7:
C5H9O3Y | ωB97M-V/def2-TZVPD

Cartesian coordinates (Å):
O: -1.09 1.97 0.30
C: -1.57 1.08 -0.47
C: -1.73 -0.32 0.07
H: 1.59 1.03 -2.18
H: -2.77 -0.55 0.32
H: -1.54 -0.94 -0.83
O: 1.99 1.50 -0.24
C: 1.68 0.37 -0.93
C: 1.56 -0.72 0.17
O: 0.56 -0.25 1.09
C: -0.75 -0.82 1.13
Y: 0.76 1.99 1.23
H: 0.99 -0.15 -1.62
H: 2.51 -0.99 0.64
H: 1.18 -1.65 -0.29
H: -1.16 -0.61 2.13
H: -0.65 -1.91 1.05
H: -1.56 0.95 -1.57

- total charge = +2
- E_LUMO (eV) = -9.539
- HOMO energy (eV) = -15.632
- F_max (eV/A) = 4.28
- gap between HOMO and LUMO (hartree) = 0.22393
- relative energy (zero: lowest compared OMol25 entry of this formula, charge and spin) (kcal/mol) = 97.6


Entry 8:
C5H9O5 | ωB97M-V/def2-TZVPD

Cartesian coordinates (Å):
H: -0.54 -2.46 0.03
O: 0.44 -2.26 0.19
O: 0.43 -2.06 1.66
C: -0.12 -0.76 1.94
C: 0.31 0.46 1.05
C: 0.22 0.24 -0.41
C: -1.03 0.89 -0.88
O: -1.05 1.54 -2.11
C: 1.38 0.08 -1.26
O: -0.62 1.50 1.29
O: -1.31 1.83 0.06
H: -1.24 -0.76 1.97
H: 0.33 -0.57 2.93
H: 1.34 0.80 1.36
H: -1.85 0.18 -0.72
H: -1.74 1.18 -2.69
H: 2.27 -0.03 -0.62
H: 1.24 -0.81 -1.90
H: 1.52 0.98 -1.89

- E_LUMO (alpha / beta) (eV) = 0.407 / 0.252
- HOMO energy (alpha / beta) (eV) = -7.820 / -9.424
- F_max (eV/A) = 3.08
- <S²> = 0.754
- gap between HOMO and LUMO (alpha / beta) (hartree) = 0.30234 / 0.35558
- 2S+1 = 2
- relative energy (zero: lowest compared OMol25 entry of this formula, charge and spin) (kcal/mol) = 84.5


Entry 9:
C5H9O7 | ωB97M-V/def2-TZVPD

Cartesian coordinates (Å):
H: 1.29 1.50 0.64
O: 0.70 2.02 1.38
O: -0.45 0.98 1.57
C: -0.08 -0.17 1.12
C: 0.70 -1.10 1.99
O: 0.32 -2.23 2.31
C: -0.20 -0.56 -0.35
C: -0.68 -1.99 -0.61
C: -1.07 0.46 -1.13
O: -0.32 1.64 -1.14
O: -1.26 2.77 -1.17
O: 1.12 -0.56 -0.86
O: 1.94 0.57 -0.25
H: 2.60 0.06 0.29
H: 1.60 -0.62 2.43
H: -1.71 -2.16 -0.24
H: -0.70 -2.14 -1.70
H: 0.01 -2.72 -0.19
H: -1.14 0.12 -2.17
H: -2.07 0.61 -0.72
H: -0.62 3.51 -1.20

- E_LUMO (alpha / beta) (eV) = -0.067 / -1.263
- HOMO energy (alpha / beta) (eV) = -9.112 / -9.641
- F_max (eV/A) = 3.07
- <S²> = 0.773
- gap between HOMO and LUMO (alpha / beta) (hartree) = 0.33242 / 0.30789
- 2S+1 = 2
- relative energy (zero: lowest compared OMol25 entry of this formula, charge and spin) (kcal/mol) = 63.0


Entry 10:
C5H9OP | ωB97M-V/def2-TZVPD

Cartesian coordinates (Å):
C: 1.62 -1.92 -0.38
C: 2.12 -0.72 -0.99
C: 0.26 0.89 -0.40
C: -0.19 0.43 0.98
C: -1.06 -0.50 1.19
O: 1.67 0.52 -0.48
P: 0.94 -3.23 0.09
H: 3.15 -0.68 -0.95
H: 1.93 -0.77 -2.03
H: -0.20 0.31 -1.19
H: 0.20 1.97 -0.63
H: 0.41 0.87 1.69
H: -1.45 -0.98 0.36
H: -1.03 -0.90 2.13
H: -4.53 2.61 0.21
H: -3.83 2.10 0.40

- E_LUMO (eV) = 0.337
- HOMO energy (eV) = -9.498
- F_max (eV/A) = 3.49
- gap between HOMO and LUMO (hartree) = 0.36142
- relative energy (zero: lowest compared OMol25 entry of this formula, charge and spin) (kcal/mol) = 108.3


Entry 11:
C5H9P | ωB97M-V/def2-TZVPD

Cartesian coordinates (Å):
C: 2.61 -0.55 0.57
C: 1.66 0.14 -0.06
C: 0.77 -0.08 -1.26
P: 0.20 1.28 -0.20
C: -1.03 0.37 0.81
C: -2.27 0.35 -0.09
H: 3.20 -0.15 1.39
H: 2.81 -1.58 0.22
H: 1.45 0.02 -2.10
H: 0.38 -1.07 -1.29
H: -0.57 -0.63 0.97
H: -1.37 0.73 1.86
H: -2.30 1.09 -0.84
H: -2.52 -0.57 -0.51
H: -3.02 0.66 0.54

- structure (SMILES) = C=C1CP1CC
- E_LUMO (eV) = 1.083
- HOMO energy (eV) = -8.591
- F_max (eV/A) = 2.75
- gap between HOMO and LUMO (hartree) = 0.35549
- relative energy (zero: lowest compared OMol25 entry of this formula, charge and spin) (kcal/mol) = 36.0


Entry 12:
C5HF2FeO | ωB97M-V/def2-TZVPD

Cartesian coordinates (Å):
C: -2.45 -0.53 -0.03
C: -3.50 0.03 0.02
F: -4.60 0.60 -0.08
O: -1.14 -0.59 -0.14
C: 0.00 -0.72 -0.19
C: 4.67 -0.71 -0.18
C: 5.14 -1.31 -1.14
H: 4.81 -0.07 0.69
F: 5.52 -1.95 -2.12
Fe: 2.54 -1.18 -0.25

- total charge = +3
- E_LUMO (alpha / beta) (eV) = -15.006 / -16.392
- HOMO energy (alpha / beta) (eV) = -23.790 / -23.785
- F_max (eV/A) = 2.69
- <S²> = 6.009
- gap between HOMO and LUMO (alpha / beta) (hartree) = 0.32281 / 0.27166
- 2S+1 = 5


Entry 13:
C5HNO2 | ωB97M-V/def2-TZVPD

Cartesian coordinates (Å):
C: -2.70 0.03 -0.05
C: -1.50 -0.12 -0.09
C: -0.09 -0.46 0.03
O: 0.32 -1.54 0.36
C: 0.99 0.58 -0.04
O: 0.80 1.72 0.31
C: 2.47 0.09 -0.10
N: 3.43 -0.52 -0.11
H: -3.70 0.24 -0.30

- structure (SMILES) = C#CC(=O)C(=O)C#N
- E_LUMO (eV) = -1.770
- HOMO energy (eV) = -11.332
- F_max (eV/A) = 3.38
- gap between HOMO and LUMO (hartree) = 0.35139
- relative energy (zero: lowest compared OMol25 entry of this formula, charge and spin) (kcal/mol) = 10.5